# 1
Molecular formula: C5H6INO2
Method: DFT, ωB97M-V/def2-TZVPD

Properties
Charge: 0

```
15
C5H6INO2, DFT ωB97M-V/def2-TZVPD
C -0.28861 1.46878 0.63124
C -3.69718 2.04340 -0.70484
C 0.45189 -2.07353 0.60606
C -0.25214 -0.95679 0.75930
C -1.71841 1.56871 0.65818
N -2.64170 1.78816 -0.07045
O 0.36282 2.48786 0.64441
O 0.34695 0.27165 0.68620
I 7.50504 0.20524 -0.03268
H -3.93579 3.06297 -0.94629
H -4.34971 1.24374 -1.00886
H 1.50094 -2.01894 0.37954
H -0.01449 -3.03711 0.69191
H 8.66329 1.22047 -0.34172
H -1.31653 -0.94737 0.98328
```

Mulliken atomic charge list, values in e, 2 entries:
1. C 0.631
2. C -0.316

# 2
Molecular formula: C5H6IP
Method: DFT, ωB97M-V/def2-TZVPD

Properties
SMILES: [H]/P=C1/CC=C[C@@H]1I
Charge: 0

```
13
C5H6IP, DFT ωB97M-V/def2-TZVPD
H -1.00734 -2.11412 -1.92414
P -1.04588 -0.73767 -2.25543
C -0.31748 -0.24926 -0.82889
C 0.24309 1.25223 -0.50709
C 0.15764 1.24125 0.98827
C 0.00776 0.00646 1.45397
C -0.20792 -1.05037 0.36177
I 1.68066 -2.26401 0.05896
H -0.33634 1.97734 -1.19472
H 1.27598 1.35280 -0.65194
H 0.49130 2.24885 1.51131
H 0.12860 -0.05464 2.49851
H -1.07007 -1.60886 0.48941
```

Mulliken atomic charge list, values in e, 2 entries:
1. H -0.013
2. P -0.054

# 3
Molecular formula: C5H6Li2O4Pd
Method: DFT, ωB97M-V/def2-TZVPD

Properties
⟨S²⟩: 2.01
2S+1: 3
Charge: +2

```
18
C5H6Li2O4Pd, DFT ωB97M-V/def2-TZVPD
O -1.85713 -1.04674 -0.78847
C -1.64571 -1.08555 0.45499
O -1.39827 -2.29211 0.83807
Pd -0.26378 -2.53116 -0.71456
Li -1.36667 -2.63416 2.72870
O 1.13481 -1.47477 -1.14064
Li -1.52612 -0.05709 -2.38232
C 0.78473 -0.25420 -1.18354
O 1.82839 0.53296 -1.34231
C 1.64605 1.94391 -1.40359
H 2.55553 2.40054 -1.00054
H 1.51579 2.26985 -2.44345
H 0.77025 2.24659 -0.81704
C -1.03493 0.10898 1.09689
C -0.10314 0.14493 2.13239
H -1.80775 0.87603 1.20641
H -0.16910 0.98226 2.83127
H 0.93703 -0.13027 1.92775
```

Mulliken atomic charge list, values in e, 2 entries:
1. O -0.572
2. C 1.031

# 4
Molecular formula: C5H6N
Method: DFT, ωB97M-V/def2-TZVPD

Properties
SMILES: C1=CC1[C@@H]1C=[NH+]1
Charge: +1

```
12
C5H6N, DFT ωB97M-V/def2-TZVPD
C 1.80243 0.72018 0.02055
C 1.90125 -0.59593 -0.19509
C 0.58979 -0.07363 0.38789
C -0.63458 -0.16610 -0.48920
C -1.81440 0.73791 -0.12352
N -1.89967 -0.51603 0.06666
H 2.11861 1.65487 0.05586
H 2.65712 -1.37202 -0.51127
H 0.40095 -0.31254 1.41323
H -0.44657 -0.41445 -1.49763
H -2.42734 1.68906 0.21572
H -2.24760 -1.35133 0.65681
```

Mulliken atomic charge list, values in e, 2 entries:
1. C -0.343
2. C -0.503

| no. | E_tot (eV) | maximum force (hartree/bohr) |
| --- | --- | --- |
| 1 | -18964.276 | 0.0189 |
| 2 | -22668.943 | 0.0770 |
| 3 | -17341.480 | 0.0955 |
| 4 | -6759.361 | 0.1363 |